Record 1
46
Properties=species:S:1:pos:R:3 method="wB97M-V/def2-TZVPD" charge=+3 e_tot_ha=-2437.83027 gap_ha="0.2188 / 0.1552" e_homo_ha="-0.6597 / -0.6593"
O 0.00 0.00 -3.17
C 0.00 0.00 -2.00
Sc 0.00 0.00 0.18
O 1.95 -2.49 0.00
C 1.23 -1.57 -0.01
C -1.23 1.58 -0.01
O -1.95 2.49 0.00
C -1.57 -1.23 -0.01
O -2.49 -1.95 0.00
C 1.57 1.24 -0.01
O 2.49 1.95 -0.01
O 0.00 -0.22 2.17
P -0.06 0.42 3.47
C 1.54 1.25 3.80
C 1.78 2.00 5.00
C 3.01 2.55 5.31
C 4.09 2.36 4.46
C 3.92 1.61 3.30
C 2.69 1.07 3.01
C -1.62 1.35 3.63
C -1.92 2.17 4.76
C -3.14 2.80 4.94
C -4.16 2.64 4.00
C -3.93 1.83 2.89
C -2.71 1.20 2.73
C -0.10 -0.95 4.59
C -1.17 -1.21 5.45
C -1.18 -2.33 6.28
C -0.12 -3.22 6.27
C 0.96 -2.99 5.42
C 0.96 -1.87 4.58
H 0.93 2.14 5.71
H 3.14 3.12 6.25
H 5.08 2.79 4.71
H 4.79 1.44 2.63
H 2.60 0.43 2.09
H -1.13 2.31 5.54
H -3.32 3.43 5.83
H -5.13 3.14 4.14
H -4.74 1.68 2.15
H -2.58 0.52 1.84
H -2.04 -0.52 5.47
H -2.04 -2.51 6.95
H -0.13 -4.10 6.93
H 1.81 -3.70 5.40
H 1.83 -1.71 3.91

***

Record 2
45
Properties=species:S:1:pos:R:3 method="wB97M-V/def2-TZVPD" e_tot_ha=-3814.77271 gap_ha=0.2338 e_homo_ha=-0.2274
Au 0.08 -0.77 -0.02
C 4.51 -0.63 0.12
C 3.17 -1.02 0.21
N 2.18 -0.16 0.17
C 2.41 1.17 0.06
C 3.73 1.65 0.00
C 4.78 0.71 0.01
C 3.99 3.04 -0.06
C 2.93 3.88 -0.05
C 1.59 3.43 -0.01
C 1.25 2.09 0.03
N 0.03 1.53 0.03
C -1.19 2.10 0.02
C -1.54 3.43 0.06
C -2.88 3.87 0.04
C -3.94 3.02 -0.02
C -3.67 1.63 -0.03
C -4.72 0.68 -0.07
C -4.44 -0.65 -0.07
C -3.10 -1.04 -0.05
N -2.12 -0.17 -0.02
C -2.35 1.16 -0.01
H 5.29 -1.37 0.14
H 2.91 -2.07 0.29
H 5.79 1.07 -0.05
H 5.02 3.40 -0.06
H 3.10 4.95 -0.08
H 0.83 4.18 -0.03
H -0.79 4.18 0.15
H -3.06 4.94 0.11
H -4.96 3.37 -0.02
H -5.74 1.04 -0.07
H -5.22 -1.39 -0.08
H -2.80 -2.08 -0.07
Br 0.30 -2.63 -2.71
C 0.03 -3.64 -1.14
C 0.35 -4.98 -1.10
C 0.16 -5.65 0.10
C -0.36 -4.96 1.18
C -0.68 -3.63 1.04
N -0.49 -2.99 -0.12
H 0.79 -5.48 -1.95
H 0.44 -6.69 0.19
H -0.55 -5.49 2.11
H -1.08 -3.03 1.84

***

Record 3
53
Properties=species:S:1:pos:R:3 method="wB97M-V/def2-TZVPD" charge=+2 e_tot_ha=-9123.15687 gap_ha=0.2367 e_homo_ha=-0.4954 relative_energy_kcal_mol=17.3
In -0.26 -0.34 0.44
O -0.31 -4.57 -1.03
C -0.15 -3.47 -0.34
O -1.05 -2.73 0.00
C 1.26 -3.22 0.09
C 2.27 -4.17 -0.02
C 3.52 -3.86 0.51
C 3.71 -2.63 1.13
C 2.65 -1.73 1.17
N 1.46 -2.04 0.66
C 2.67 -0.39 1.84
O 3.80 0.10 2.29
O 1.64 0.24 1.96
H -1.23 -4.75 -1.29
H 2.07 -5.13 -0.48
H 4.33 -4.57 0.47
H 4.68 -2.39 1.56
H 4.59 -0.44 2.17
Se -1.27 2.89 0.99
Se -0.32 2.34 2.99
C -1.15 0.65 3.37
C -1.65 0.49 4.66
C -2.29 -0.68 5.00
C -2.46 -1.66 4.02
C -1.92 -1.44 2.77
N -1.26 -0.32 2.47
C 0.28 2.77 -0.16
C 0.80 3.93 -0.71
C 1.92 3.84 -1.52
C 2.47 2.59 -1.77
C 1.88 1.48 -1.19
N 0.81 1.58 -0.40
H -1.53 1.29 5.37
H -2.67 -0.83 6.00
H -2.99 -2.57 4.24
H -2.01 -2.17 1.97
H 0.34 4.89 -0.49
H 2.36 4.73 -1.95
H 3.33 2.47 -2.40
H 2.25 0.48 -1.37
Br -4.29 4.35 -3.47
C -3.24 2.80 -3.72
C -2.81 2.41 -4.99
N -2.09 1.33 -5.18
C -1.73 0.57 -4.17
C -2.08 0.90 -2.86
C -2.86 2.02 -2.63
C -1.53 0.16 -1.70
O -0.50 -0.53 -1.82
O -2.06 0.35 -0.58
H -3.06 3.00 -5.87
H -1.14 -0.30 -4.40
H -3.16 2.30 -1.63

***

Record 4
46
Properties=species:S:1:pos:R:3 method="wB97M-V/def2-TZVPD" e_tot_ha=-2133.55480 gap_ha="0.2371 / 0.2370" e_homo_ha="-0.2618 / -0.2617" relative_energy_kcal_mol=10.3
W 0.39 0.91 -0.62
C 4.44 -0.60 -1.61
C 4.93 -0.83 -0.32
C 4.11 -0.65 0.77
C 2.78 -0.26 0.58
C 2.28 0.01 -0.70
C 3.13 -0.18 -1.79
C 1.81 -0.20 1.69
C 2.17 -0.43 3.04
C 1.22 -0.47 4.00
C -0.15 -0.31 3.65
C -1.19 -0.41 4.59
C -2.50 -0.26 4.20
C -2.80 -0.02 2.85
C -1.80 0.09 1.91
C -0.45 -0.05 2.30
N 0.54 0.05 1.36
H 5.08 -0.75 -2.46
H 5.96 -1.13 -0.19
H 4.51 -0.84 1.76
H 2.77 0.04 -2.79
H 3.21 -0.57 3.30
H 1.47 -0.64 5.04
H -0.94 -0.60 5.63
H -3.30 -0.34 4.92
H -3.83 0.08 2.54
H -2.02 0.25 0.87
N -0.73 -0.10 -1.47
C -1.65 -0.73 -2.28
C -2.99 -0.33 -2.29
C -3.90 -0.97 -3.11
C -3.50 -2.02 -3.92
C -2.17 -2.43 -3.91
C -1.25 -1.79 -3.10
H -3.30 0.50 -1.67
H -4.94 -0.65 -3.12
H -4.22 -2.53 -4.55
H -1.85 -3.25 -4.54
H -0.21 -2.10 -3.08
Cl -0.55 5.49 -0.60
C -0.64 3.86 -1.25
Cl -1.85 2.86 -0.35
C 0.65 3.07 -1.07
O 1.21 2.50 -2.06
O 1.02 2.85 0.15
H -0.96 3.89 -2.29

***

Record 5
49
Properties=species:S:1:pos:R:3 method="wB97M-V/def2-TZVPD" charge=+1 e_tot_ha=-3181.02966 s_squared=0.753 gap_ha="0.2723 / 0.2692" e_homo_ha="-0.4037 / -0.4038" relative_energy_kcal_mol=0.0 multiplicity=2
Ti 0.07 0.10 -0.11
C -0.52 -1.84 -4.01
C -0.52 -2.71 -2.79
N -1.04 -3.92 -2.86
C -1.04 -4.70 -1.77
C -0.50 -4.33 -0.56
C -0.53 -5.28 0.62
O -0.98 -4.65 1.81
C 0.03 -3.03 -0.45
C 0.66 -2.62 0.80
N 0.86 -1.41 1.19
C 1.43 -1.17 2.47
C 1.50 -2.12 3.49
C 2.08 -1.83 4.71
C 2.60 -0.57 4.96
C 2.50 0.42 3.99
C 1.91 0.11 2.78
I 1.70 1.71 1.42
C 0.01 -2.22 -1.58
O 0.48 -0.97 -1.52
H -0.94 -2.39 -4.84
H 0.49 -1.51 -4.26
H -1.12 -0.94 -3.84
H -1.49 -5.68 -1.89
H 0.48 -5.65 0.83
H -1.14 -6.15 0.36
H -1.92 -4.46 1.74
H 0.98 -3.44 1.43
H 1.05 -3.10 3.36
H 2.12 -2.59 5.47
H 3.06 -0.34 5.91
H 2.87 1.42 4.18
Cl -6.22 2.97 -0.73
C -4.83 2.06 -0.24
C -4.93 1.18 0.80
C -3.82 0.41 1.22
I -4.00 -0.93 2.79
C -2.61 0.55 0.59
O -1.51 -0.14 0.90
C -2.51 1.47 -0.48
N -1.27 1.57 -1.05
C -1.10 2.39 -2.07
C -2.14 3.17 -2.59
C -3.38 3.10 -2.01
C -3.60 2.23 -0.92
H -5.88 1.06 1.30
H -0.11 2.43 -2.50
H -1.95 3.83 -3.43
H -4.20 3.70 -2.39

***

Record 6
46
Properties=species:S:1:pos:R:3 method="wB97M-V/def2-TZVPD" charge=+1 e_tot_ha=-1702.20587 gap_ha="0.2246 / 0.2246" e_homo_ha="-0.3706 / -0.3705" relative_energy_kcal_mol=34.7
O -0.04 4.14 -2.41
C -0.03 3.07 -2.80
Mg 0.05 -0.19 -3.10
C -0.03 -2.38 -3.05
O -0.15 -3.52 -3.13
C -0.05 -0.63 -5.37
O -0.08 -1.23 -6.35
C 2.38 0.07 -3.40
O 3.50 0.02 -3.58
C -2.31 -0.06 -3.31
O -3.43 -0.25 -3.44
H 0.02 0.58 -4.70
C -0.72 4.44 1.93
C 0.41 4.20 1.16
C 0.66 2.91 0.66
C -0.22 1.88 0.97
C -1.34 2.10 1.77
C -1.60 3.40 2.24
Sb 0.09 -0.04 -0.08
C 1.91 -0.74 0.92
C 2.86 -1.40 0.13
C 4.12 -1.69 0.67
C 4.42 -1.36 2.00
C 3.45 -0.73 2.78
C 2.19 -0.41 2.25
C -1.60 -1.24 0.66
C -1.37 -2.43 1.35
C -2.46 -3.28 1.63
C -3.75 -2.93 1.23
C -3.97 -1.72 0.55
C -2.89 -0.88 0.25
H -0.93 5.45 2.30
H 1.11 5.00 0.93
H 1.54 2.73 0.03
H -2.03 1.29 2.02
H -2.49 3.58 2.84
H 2.64 -1.67 -0.90
H 4.87 -2.19 0.05
H 5.40 -1.58 2.41
H 3.67 -0.47 3.82
H 1.45 0.10 2.87
H -0.37 -2.72 1.66
H -2.29 -4.23 2.16
H -4.59 -3.59 1.43
H -4.98 -1.43 0.24
H -3.07 0.04 -0.30